The following is a DFT calculation (ωB97M-V/def2-TZVPD) of one molecule with the formula C2H7N2P at a distorted geometry.

Its total energy is -14455.649 eV. As for the structure (SMILES): C=CP(N)N. The relative energy (zero: lowest compared OMol25 entry of this formula, charge and spin) is 10.42 kcal per mole. For the maximum force, the calculation gives 3.315 eV/A. The LUMO energy is 0.035 Eh.

Positions of all 12 atoms, in Å:
C1 0.985922 0.447190 -0.001775
P1 -0.609847 0.333739 -0.863616
H1 3.073264 0.146715 -0.150386
H2 -0.991340 -1.601207 0.715634
H3 2.054523 -0.583779 -1.482001
H4 -1.133832 -2.143283 -0.811444
N1 -1.461769 1.416625 0.098019
C2 2.091684 -0.015646 -0.568756
H5 -1.484069 1.205664 1.090542
H6 -2.406030 1.561913 -0.239248
N2 -1.455518 -1.425209 -0.176155
H7 1.022676 1.053432 0.897460

Cartesian forces (eV/Å) of the 6 atoms listed first:
C -0.2073 0.0771 -0.1493
P -1.3053 -2.7993 0.7045
H 0.0878 -0.0258 0.1565
H -0.0256 -0.1118 -0.0924
H -0.0301 -0.0901 -0.3156
H 0.1175 -0.2066 -0.1509